# 1
Computed, not measured: a structure of composition C4H8N2S2, with the ωB97M-V functional and the def2-TZVPD basis.

The geometry in XYZ format:
```
16
Properties=species:S:1:pos:R:3:forces:R:3
C 1.772042 -0.594968 -0.106585 -2.4 -0.2 1.2
C 1.611843 0.935064 -0.226863 -0.4 -1.2 1.2
C 0.481604 0.077975 -0.833323 4.7 -1.0 -1.0
C -1.680815 -0.830332 -0.354513 -1.8 -3.3 -0.5
H 3.668548 -1.576553 -0.874112 -2.1 0.0 0.6
H 1.960984 -2.428857 -0.927076 3.2 2.6 -0.2
H 1.286865 -0.974204 0.876862 1.6 0.4 -1.3
H 2.387075 1.514147 -0.698635 -0.3 -0.2 -1.0
H 1.714357 1.288028 2.652667 -1.4 1.3 -3.6
H 0.569731 -0.134313 -1.866887 0.2 0.2 -1.1
H -1.016970 0.907369 0.157473 -0.5 0.7 0.2
H -1.368326 -1.760328 -0.710816 1.4 -1.4 -1.0
N 2.617905 -1.505050 -0.923267 -2.9 -1.1 0.5
N -0.808421 0.090686 -0.384447 0.4 3.7 2.1
S 1.045290 1.978550 1.163713 1.6 -1.7 3.2
S -3.231333 -1.007374 0.065800 -1.2 1.1 0.8
```
Positions in Å, forces in eV/Å.

Values from the calculation:
energy relative to the best compared isomer or geometry (same formula, charge and spin): 4.301 eV
HOMO-LUMO gap: 7.6623 eV
total charge: 0
HOMO energy: -8.12 eV
E_tot: -1062.93769 Eh

# 2
Computed, not measured: the molecule C4H8N2S2, with the ωB97M-V functional and the def2-TZVPD basis.

The geometry in XYZ format:
```
16
Properties=species:S:1:pos:R:3:forces:R:3
C 2.161405 0.548797 -2.340377 -0.9 -0.3 -0.7
N 1.433166 0.688289 -1.094548 -0.3 0.6 0.5
N 0.468612 -0.166983 -0.851266 0.1 0.0 0.0
C -0.376809 0.043101 0.106195 0.0 0.0 0.0
C -1.428887 -0.936615 0.362551 0.2 -0.2 -0.2
S -1.677358 -2.345718 -0.406385 0.0 0.3 0.2
S -0.330380 1.506679 1.138730 0.1 -0.1 -0.2
C 1.064658 1.060069 2.219866 0.5 0.6 -0.9
H 3.125880 1.012146 -2.267801 0.4 0.3 0.1
H 1.600544 0.986899 -3.197607 0.4 -0.2 0.5
H 2.306923 -0.514785 -2.550059 -0.1 0.2 0.1
H 1.309377 1.620354 -0.651747 0.2 -0.6 -0.4
H -2.068540 -0.625888 1.182472 -0.2 -0.1 0.1
H 1.968279 0.835767 1.627522 -0.4 0.0 0.3
H 0.785320 0.240729 2.834095 -0.1 -0.7 0.5
H 1.261391 1.928141 2.836881 0.0 0.1 0.1
```
Positions in Å, forces in eV/Å.

Values from the calculation:
energy relative to the best compared isomer or geometry (same formula, charge and spin): 1.751 eV
HOMO-LUMO gap: 7.7524 eV
SMILES: CN/N=C(/C=S)SC
total charge: 0
HOMO energy: -8.33 eV
E_tot: -1063.03137 Eh

# 3
Computed, not measured: the ion C4H8N3 with charge +1, with the ωB97M-V functional and the def2-TZVPD basis.

The geometry in XYZ format:
```
15
Properties=species:S:1:pos:R:3:forces:R:3
C 1.088246 0.966086 -0.625473 -0.8 1.3 -0.3
N 0.312000 0.344587 0.389105 -1.9 -6.7 -5.3
C -0.165489 0.974217 1.516233 -2.6 2.1 1.3
C -0.512187 -0.971128 -0.343149 3.2 4.5 2.8
N -0.240102 -1.320780 -1.560088 -0.6 -0.9 -2.3
C -1.193889 -1.760655 0.607201 -1.2 -0.8 1.7
N -1.721063 -2.262531 1.518229 0.9 0.7 -1.7
H 1.307480 0.211227 -1.399378 1.4 0.9 0.9
H 0.537830 1.763758 -1.149215 -0.2 -0.1 0.0
H 1.848902 1.521517 -0.070452 0.8 -0.6 -0.7
H -1.060008 1.780258 1.233632 2.3 -1.8 1.1
H -0.543203 0.168827 2.183419 0.1 1.0 0.0
H 0.729257 1.493413 1.967712 -1.1 -0.4 -0.2
H -0.662348 -2.212288 -2.014956 1.0 1.9 1.3
H 0.274575 -0.696507 -2.252818 -1.1 -1.1 1.4
```
Positions in Å, forces in eV/Å.

Values from the calculation:
energy relative to the best compared isomer or geometry (same formula, charge and spin): 5.325 eV
HOMO-LUMO gap (spin up / spin down): 7.9680 / 7.9690 eV
SMILES: CN(C)C(=[NH2+])C#N
total charge: +1
HOMO energy (spin up / spin down): -14.08 / -14.08 eV
E_tot: -321.09561 Eh

# 4
Computed, not measured: a cluster of 2 separate species, C4H8N3 in total, with the ωB97M-V functional and the def2-TZVPD basis.

The geometry in XYZ format:
```
15
Properties=species:S:1:pos:R:3:forces:R:3
C 1.451949 0.202306 -0.621458 1.3 2.7 1.9
C 1.710434 -1.152276 0.926525 0.6 -0.7 -2.9
C 0.524990 -0.495146 0.285492 -0.3 -0.2 -0.1
C -2.977046 -1.210921 -0.320532 -3.8 -1.5 1.9
N -1.389352 0.255975 0.804370 0.3 -0.1 0.3
N -2.326457 -0.243015 0.422338 1.7 1.5 -0.7
N 2.593861 -0.528277 -0.123031 1.0 -1.5 1.6
H 1.147698 0.068233 -1.620687 -0.2 -0.3 -1.7
H 1.614557 1.353575 -0.509027 -0.9 -1.6 0.0
H 1.725937 -0.839921 1.936134 0.4 0.7 1.5
H 1.857327 -2.258379 0.893588 -0.8 0.6 0.3
H -2.581939 -1.922996 -1.040908 1.2 0.5 0.1
H -3.943010 -0.793299 -0.672503 0.8 0.1 -0.2
H -3.379815 -1.739653 0.606246 0.2 -0.5 -1.3
H 3.538345 -0.212598 0.178483 -1.4 0.4 -0.7
```
Positions in Å, forces in eV/Å.

Values from the calculation:
energy relative to the best compared isomer or geometry (same formula, charge and spin): 8.927 eV
HOMO-LUMO gap (spin up / spin down): 7.7029 / 7.7035 eV
total charge: +1
HOMO energy (spin up / spin down): -13.03 / -13.03 eV
E_tot: -320.96325 Eh

# 5
Computed, not measured: the ion C4H8N3 with charge +1, with the ωB97M-V functional and the def2-TZVPD basis.

The geometry in XYZ format:
```
15
Properties=species:S:1:pos:R:3:forces:R:3
C -0.627940 1.600974 1.033759 -0.9 -4.0 0.7
C -0.751680 0.035477 1.089452 1.1 1.3 1.0
N -0.223714 -0.460437 -0.150809 5.4 -0.2 -0.3
C -0.554279 -1.177053 -1.195415 -1.1 -1.1 -1.1
N 0.446462 -1.436807 -2.044622 0.5 0.5 0.6
C 1.531542 -0.877738 -1.513128 -1.8 0.0 0.8
N 1.259304 -0.269133 -0.335166 -3.3 -1.3 -1.4
H 0.367875 1.801015 0.863647 2.0 1.0 -0.7
H -0.841307 1.841305 2.015724 -0.8 1.4 1.8
H -1.314136 1.883275 0.311461 -1.0 1.4 -1.2
H -1.730534 -0.335764 1.079388 -1.7 -0.2 0.4
H -0.238443 -0.333825 2.037485 -0.3 -0.1 -1.6
H -1.546646 -1.609069 -1.459270 0.6 0.8 0.9
H 2.454171 -0.986482 -2.027897 0.9 0.4 0.2
H 1.769324 0.324261 0.295391 0.2 0.1 0.1
```
Positions in Å, forces in eV/Å.

Values from the calculation:
energy relative to the best compared isomer or geometry (same formula, charge and spin): 3.064 eV
HOMO-LUMO gap: 11.3972 eV
SMILES: CC[n+]1cnc[nH]1
total charge: +1
HOMO energy: -15.80 eV
E_tot: -321.17872 Eh

# 6
Computed, not measured: the ion C4H8N3 with charge +1, with the ωB97M-V functional and the def2-TZVPD basis.

The geometry in XYZ format:
```
15
Properties=species:S:1:pos:R:3:forces:R:3
C -1.404075 0.410304 0.191793 4.0 6.2 2.3
C -1.468836 -0.773384 -0.406390 1.3 -5.4 -3.4
C 0.878874 -1.047908 -0.871394 -0.1 -2.7 -0.7
C 0.325182 1.063163 0.275592 -5.0 0.5 -0.1
N -0.398874 -1.452361 -0.888465 -4.2 -1.8 -0.5
N 1.118854 0.133225 -0.452840 -0.3 4.5 1.7
N 0.866560 1.256665 1.563520 1.7 -2.1 -1.8
H -2.244180 1.101232 0.303081 0.4 -0.4 0.1
H -2.359344 -1.259943 -0.689737 -1.2 -0.5 0.1
H 1.606967 -1.608117 -1.366812 0.9 -0.8 -0.5
H 0.314757 2.050540 -0.225315 -0.5 -0.7 -0.2
H -0.655821 -2.393286 -1.358830 0.9 2.2 1.0
H 1.998411 0.459429 -0.247448 3.2 0.0 -0.2
H 0.999457 0.334601 1.897010 0.6 -1.0 1.0
H 0.422068 1.725840 2.276235 -1.6 1.9 1.2
```
Positions in Å, forces in eV/Å.

Values from the calculation:
energy relative to the best compared isomer or geometry (same formula, charge and spin): 1.112 eV
HOMO-LUMO gap (spin up / spin down): 7.2546 / 6.5932 eV
spin multiplicity: 3
total charge: +1
HOMO energy (spin up / spin down): -10.36 / -13.95 eV
E_tot: -321.05001 Eh

total charge of number 4 (C4H8N3)?
+1

Among the records above, which one has the highest energy relative to the best compared isomer or geometry (same formula, charge and spin)?
number 4

Which formula does entry 1 have?
C4H8N2S2